{
  "formula": "C4H7NO",
  "method": "ωB97M-V with the def2-TZVPD basis set",
  "species": ["O", "C", "N", "H", "C", "H", "H", "H", "H", "C", "H", "C", "H"],
  "positions_angstrom": [[-2.066659, -0.518683, 0.462700], [1.440664, -0.323494, 0.775350], [-0.128078, -1.501091, -0.179681], [-0.012684, 0.271305, 2.228764], [1.240330, -1.423190, -0.009540], [0.021940, 1.327870, 0.670515], [-2.348458, -1.072875, -0.301425], [-1.500789, 0.811251, -2.299766], [2.322388, 0.081132, 1.337593], [-0.759981, -0.612961, 0.473140], [-0.936296, 0.636787, -1.797936], [0.134727, 0.342630, 1.160074], [1.938471, -2.230813, -0.006040]],
  "forces_ev_per_a": [[-1.388, -0.064, -0.817], [1.740, 0.769, 1.113], [-1.805, -2.299, -1.623], [0.017, 0.684, 0.359], [0.091, 2.995, 3.391], [-0.089, -0.155, 0.798], [-0.037, 0.254, 0.752], [0.797, -0.199, 0.702], [-0.454, -0.878, -1.065], [1.339, -0.202, -0.393], [-0.787, 0.242, -0.805], [0.466, -0.698, -1.312], [0.111, -0.450, -1.101]],
  "homo_lumo_gap_ev": 9.607,
  "max_force_ev_per_a": 4.525,
  "homo_energy_ev": -8.556,
  "spin_multiplicity": 1,
  "de_lowest_kcal_mol": 66.2
}